C7H5NOS | ωB97M-V/def2-TZVPD

```
! wB97M-V def2-TZVPD RIJCOSX def2/J DEFGRID3
* xyz 0 1
O -0.932 1.342 2.781
C -1.003 1.396 1.620
C -0.871 1.139 0.396
C -0.976 1.285 -0.934
C -0.092 0.714 -1.957
C 0.676 -0.387 -1.894
C 1.114 -1.140 -0.760
C 0.730 -1.008 0.523
N 0.862 -1.013 1.714
S -0.018 -1.754 2.943
H -1.682 1.808 -1.464
H -0.222 0.984 -3.039
H 1.059 -0.712 -2.764
H 1.626 -2.019 -0.784
H -0.271 -0.635 3.619
*
```

Highest occupied orbital energy   -8.11 eV
Kohn-Sham gap   7.135 eV
Relative energy (zero: lowest compared OMol25 entry of this formula, charge and spin)   144.3 kcal/mol
E_tot   -797.7333 a.u.
Structure (SMILES)   O=C=C=C/C=C\C=C=NS
LUMO   -0.98 eV
Maximum force   3.7 eV/Å


C24H24ClN5O2 | ωB97M-V/def2-TZVPD

```
! wB97M-V def2-TZVPD RIJCOSX def2/J DEFGRID3
* xyz 0 1
C 1.741 -0.844 -1.272
O 2.069 -1.674 -0.184
C 1.648 -1.319 1.066
C 0.807 -0.238 1.302
C 0.328 0.054 2.568
C -0.622 1.210 2.817
N -1.054 1.927 1.647
C -1.793 1.346 0.639
C -2.484 0.144 0.806
C -3.251 -0.368 -0.222
C -3.346 0.282 -1.445
C -4.224 -0.248 -2.547
N -5.526 0.409 -2.567
C -5.639 1.604 -3.199
N -4.825 2.095 -4.114
C -5.429 3.244 -4.490
N -6.552 3.499 -3.876
N -6.692 2.444 -3.035
C -2.658 1.479 -1.615
C -1.895 2.002 -0.593
C 0.716 -0.742 3.635
C 1.589 -1.789 3.416
Cl 2.106 -2.755 4.748
C 2.081 -2.107 2.148
O 2.912 -3.183 2.088
C 3.887 -3.269 1.064
C 4.710 -2.017 0.908
C 5.019 -1.237 2.015
C 5.757 -0.075 1.868
C 6.202 0.312 0.616
C 5.907 -0.468 -0.489
C 5.162 -1.624 -0.345
H 2.202 -1.310 -2.140
H 2.151 0.163 -1.144
H 0.659 -0.785 -1.426
H 0.496 0.371 0.470
H -0.136 1.930 3.484
H -1.505 0.833 3.344
H -0.426 2.653 1.334
H -2.416 -0.400 1.735
H -3.776 -1.302 -0.072
H -4.400 -1.320 -2.421
H -3.774 -0.061 -3.523
H -6.053 0.324 -1.709
H -5.015 3.893 -5.232
H -7.501 2.366 -2.442
H -2.726 1.997 -2.560
H -1.362 2.931 -0.740
H 0.357 -0.545 4.632
H 4.527 -4.099 1.389
H 3.424 -3.539 0.109
H 4.680 -1.541 2.994
H 5.987 0.526 2.736
H 6.778 1.219 0.502
H 6.254 -0.171 -1.468
H 4.924 -2.227 -1.209
*
```

Highest occupied orbital energy   -7.92 eV
Kohn-Sham gap   8.518 eV
Relative energy (zero: lowest compared OMol25 entry of this formula, charge and spin)   30.3 kcal/mol
E_tot   -1813.4008 a.u.
Structure (SMILES)   COc1cc(CNc2ccc(CNc3ncn[nH]3)cc2)cc(Cl)c1OCc1ccccc1
LUMO   0.60 eV
Maximum force   0.9 eV/Å


C16H21N3O2 | ωB97M-V/def2-TZVPD

```
! wB97M-V def2-TZVPD RIJCOSX def2/J DEFGRID3
* xyz 0 1
O 0.197 4.443 0.183
C 0.065 3.354 0.807
N -0.234 3.312 2.155
C -0.166 4.533 2.979
C -0.280 4.766 4.465
C 1.075 4.760 3.769
N 0.052 2.107 0.073
C 0.020 0.767 0.672
C -1.423 0.369 0.700
C -1.812 -0.193 -0.612
N -0.528 -0.876 -0.943
C -0.530 -1.983 -1.864
C -1.486 -2.030 -2.870
C -1.613 -3.027 -3.796
C -0.662 -4.067 -3.801
C 0.284 -4.143 -2.686
C 0.412 -3.091 -1.850
C 1.628 -3.301 -0.950
C 2.129 -4.594 -1.367
O 1.294 -4.990 -2.523
C 0.619 -0.306 -0.284
H -0.256 2.388 2.531
H -0.493 5.268 2.354
H -0.579 5.775 4.898
H -0.261 3.919 5.141
H 1.680 5.595 3.676
H 1.646 3.870 3.895
H 0.351 2.193 -0.873
H 0.601 0.738 1.580
H -2.135 1.043 1.050
H -1.489 -0.515 1.369
H -2.027 0.646 -1.249
H -2.680 -0.877 -0.477
H -2.268 -1.216 -3.041
H -2.331 -3.071 -4.587
H -0.560 -4.753 -4.609
H 1.417 -3.359 0.121
H 2.491 -2.560 -1.084
H 3.116 -4.638 -1.706
H 2.174 -5.245 -0.538
H 1.238 -0.995 0.371
H 1.325 -0.016 -1.079
*
```

Highest occupied orbital energy   -7.59 eV
Kohn-Sham gap   8.075 eV
Relative energy (zero: lowest compared OMol25 entry of this formula, charge and spin)   124.8 kcal/mol
E_tot   -936.9250 a.u.
Structure (SMILES)   O=C(NC1CC1)N[C@H]1CCN(c2cccc3c2CCO3)C1
LUMO   0.48 eV
Maximum force   4.2 eV/Å


C15H50N10O15 | ωB97M-V/def2-TZVPD

```
! wB97M-V def2-TZVPD RIJCOSX def2/J DEFGRID3
* xyz 0 1
N -0.810 -5.136 2.389
C 0.022 -4.143 2.842
N 0.266 -3.185 1.883
O 0.590 -4.186 3.930
H -1.244 -4.933 1.509
H -1.008 -5.938 2.952
H -0.276 -3.162 1.030
H 0.814 -2.408 2.209
N -2.377 1.376 2.010
C -2.313 2.414 1.156
N -3.373 2.541 0.313
O -1.363 3.206 1.186
H -3.010 0.618 1.831
H -1.620 1.265 2.670
H -3.327 3.308 -0.335
H -4.179 1.950 0.292
N 1.139 1.353 0.152
C 0.784 0.192 -0.440
N -0.177 -0.487 0.244
O 1.120 -0.110 -1.603
H 0.846 1.559 1.087
H 1.813 1.942 -0.321
H -0.577 -1.331 -0.131
H -0.432 -0.100 1.136
N 2.663 1.880 -3.658
C 2.828 0.919 -4.596
N 2.265 -0.257 -4.167
O 3.473 1.047 -5.638
H 3.127 2.766 -3.677
H 2.124 1.624 -2.849
H 1.733 -0.269 -3.304
H 2.427 -1.014 -4.808
N -0.989 -4.876 -1.982
C -1.677 -3.948 -1.295
N -3.039 -4.115 -1.312
O -1.122 -3.055 -0.640
H -1.509 -5.559 -2.505
H 0.008 -4.969 -2.030
H -3.377 -4.890 -1.849
H -3.640 -3.420 -0.912
O 5.497 -1.062 -0.295
C 4.301 -0.298 -0.483
C 4.686 1.195 -0.462
O 3.685 2.054 -1.003
H 6.013 -0.922 -1.094
H 3.981 -0.528 -1.502
H 3.512 -0.496 0.235
H 5.652 1.420 -0.923
H 4.858 1.473 0.587
H 4.103 2.917 -1.082
O -4.053 -0.552 -2.270
C -2.637 -0.410 -2.347
C -2.086 -1.248 -3.475
O -2.346 -0.514 -4.688
H -4.433 -0.262 -3.107
H -2.401 0.647 -2.490
H -2.220 -0.742 -1.394
H -2.704 -2.149 -3.482
H -1.023 -1.480 -3.409
H -1.533 -0.130 -5.024
O -0.209 -1.211 4.650
C -1.517 -1.558 4.215
C -2.094 -2.794 4.891
O -2.663 -2.546 6.154
H 0.105 -1.893 5.250
H -2.195 -0.747 4.514
H -1.547 -1.589 3.122
H -1.322 -3.552 5.082
H -2.812 -3.219 4.182
H -2.120 -2.892 6.860
O 0.592 4.937 -1.799
C -0.444 3.963 -1.871
C -0.621 3.415 -3.287
O -1.099 4.443 -4.172
H 0.246 5.784 -2.106
H -0.014 3.180 -1.239
H -1.365 4.252 -1.363
H -1.385 2.636 -3.323
H 0.306 2.961 -3.646
H -0.305 4.957 -4.362
O 1.249 3.819 2.238
C 1.418 3.266 3.526
C 1.693 1.756 3.400
O 0.447 1.069 3.208
H 0.389 3.489 1.920
H 2.281 3.768 3.976
H 0.578 3.537 4.177
H 2.204 1.455 4.318
H 2.370 1.579 2.565
H 0.381 0.353 3.861
*
```

Highest occupied orbital energy   -9.11 eV
Kohn-Sham gap   8.981 eV
Relative energy (zero: lowest compared OMol25 entry of this formula, charge and spin)   18.4 kcal/mol
E_tot   -2277.8221 a.u.
Structure (SMILES)   NC(N)=O.NC(N)=O.NC(N)=O.NC(N)=O.NC(N)=O.OCCO.OCCO.OCCO.OCCO.OCCO
LUMO   -0.12 eV
Maximum force   2.5 eV/Å


C19H29N3O4 | ωB97M-V/def2-TZVPD

```
! wB97M-V def2-TZVPD RIJCOSX def2/J DEFGRID3
* xyz 0 1
C -5.827 -2.308 0.912
C -7.286 -2.174 0.489
C -7.690 -0.737 0.159
C -7.052 -0.187 -1.116
O -5.656 0.066 -0.979
C -5.305 1.197 -0.355
O -6.100 2.006 0.062
C -3.836 1.347 -0.241
C -2.949 0.410 -0.767
C -1.587 0.587 -0.640
C -1.090 1.710 0.020
N 0.272 1.935 0.173
C 1.328 1.214 -0.252
O 1.326 0.169 -0.874
C 2.633 1.903 0.177
O 2.608 2.930 0.840
N 3.712 1.268 -0.270
C 5.071 1.591 0.072
C 5.736 0.381 0.750
N 5.494 -0.840 -0.006
C 6.644 -1.275 -0.781
C 7.005 -0.298 -1.894
C 4.933 -1.913 0.805
C 3.479 -1.657 1.190
C -1.976 2.650 0.550
C -3.335 2.469 0.419
H -5.610 -3.336 1.196
H -5.162 -2.028 0.100
H -5.618 -1.665 1.764
H -7.473 -2.809 -0.380
H -7.925 -2.530 1.301
H -8.773 -0.694 0.022
H -7.432 -0.078 0.990
H -7.132 -0.906 -1.934
H -7.548 0.750 -1.394
H -3.334 -0.456 -1.281
H -0.898 -0.135 -1.048
H 0.554 2.775 0.680
H 3.575 0.384 -0.748
H 5.056 2.450 0.745
H 5.609 1.861 -0.841
H 5.316 0.279 1.754
H 6.810 0.580 0.861
H 7.528 -1.439 -0.138
H 6.385 -2.233 -1.239
H 7.756 -0.749 -2.539
H 6.126 -0.073 -2.491
H 7.413 0.627 -1.497
H 4.970 -2.829 0.212
H 5.532 -2.085 1.717
H 3.104 -2.505 1.757
H 3.376 -0.766 1.805
H 2.864 -1.537 0.302
H -1.587 3.519 1.061
H -4.034 3.186 0.820
*
```

Highest occupied orbital energy   -8.80 eV
Kohn-Sham gap   9.036 eV
Relative energy (zero: lowest compared OMol25 entry of this formula, charge and spin)   17.1 kcal/mol
E_tot   -1206.6882 a.u.
Structure (SMILES)   CCCCOC(=O)c1ccc(NC(=O)C(=O)NCCN(CC)CC)cc1
LUMO   0.24 eV
Maximum force   0.8 eV/Å


C3H3IS | ωB97M-V/def2-TZVPD

```
! wB97M-V def2-TZVPD RIJCOSX def2/J DEFGRID3
* xyz 0 1
C -1.620 -1.467 -0.600
C -0.752 -0.670 -0.745
C 0.915 0.943 0.046
S 1.299 0.316 1.596
I 2.418 0.841 -1.456
H -2.518 -2.175 -0.726
H 0.385 1.866 0.048
H -0.128 0.346 1.835
*
```

Highest occupied orbital energy   -9.40 eV
Kohn-Sham gap   7.982 eV
Relative energy (zero: lowest compared OMol25 entry of this formula, charge and spin)   91.1 kcal/mol
E_tot   -811.7559 a.u.
LUMO   -1.41 eV
Maximum force   5.4 eV/Å